1.
Density functional theory data (ωB97M-V/def2-TZVPD) for a molecular structure, C4H5BaO3 in a non-equilibrium geometry.

Values from the calculation:
* multiplicity: 1
* HOMO level: -11.04 eV
* M: 238.4 g/mol
* E: -406.3427 a.u.
* energy above the lowest of the compared OMol25 structures with the same formula, charge and spin: 0.00 kcal per mole
* total charge: +1

XYZ file:
```
13
C4H5BaO3 | OMol25 | ωB97M-V/def2-TZVPD
O 3.92783 -1.42285 0.34394
C 3.80473 -0.29247 0.32352
C 3.57627 1.04625 0.34361
H 4.08132 1.55618 -0.48938
H 3.75104 1.47021 1.34295
C -1.51726 0.27261 0.24540
O -1.31354 0.32550 -1.00315
Ba 0.91458 1.64362 -0.10691
O -2.59692 -0.32985 0.68793
C -3.48639 -0.94942 -0.25608
H -3.91050 -0.19747 -0.93180
H -2.95387 -1.70948 -0.84007
H -4.27728 -1.41283 0.34003
```

Charge distribution, Löwdin scheme, values in e: 0.292, -0.227, -0.269, 0.081, 0.084, -0.596, -0.315, 1.872, -0.140, -0.062, 0.094, 0.093, 0.095

---

2.
Density functional theory data (ωB97M-V/def2-TZVPD) for 2 unconnected molecules or ions with the total composition C4H5Br in a non-equilibrium geometry.

Values from the calculation:
* multiplicity: 1
* HOMO level: -9.46 eV
* M: 133.0 g/mol
* SMILES: C#CC=C.Br
* E: -2729.3176 a.u.
* energy above the lowest of the compared OMol25 structures with the same formula, charge and spin: 33.36 kcal per mole

XYZ file:
```
10
C4H5Br | OMol25 | ωB97M-V/def2-TZVPD
C -0.98589 -0.70847 -2.88780
C -0.37945 -0.46562 -1.88328
C 0.33240 -0.27557 -0.59212
C 1.03325 0.67476 0.09617
H -1.50554 -0.91937 -3.77538
H 0.23786 -1.22567 -0.06164
H 1.21935 1.66195 -0.29368
H 1.40778 0.42324 1.07061
Br -0.13449 0.80256 4.37533
H -1.22526 0.03218 3.95179
```

Charge distribution, Löwdin scheme, values in e: 0.098, -0.132, -0.183, 0.019, 0.016, 0.086, 0.052, 0.036, 0.312, -0.304

---

3.
Density functional theory data (ωB97M-V/def2-TZVPD) for C4H5Br2NO in the gas phase in a non-equilibrium geometry.

Values from the calculation:
* multiplicity: 3
* HOMO level (spin up / spin down): -5.93 / -9.86 eV
* M: 242.9 g/mol
* <S²>: 2.0077
* E: -5433.2071 a.u.

XYZ file:
```
13
C4H5Br2NO | OMol25 | ωB97M-V/def2-TZVPD
C 0.65310 -1.17879 0.79371
C -0.17884 -0.19187 1.08759
C 1.19237 -0.90101 -0.56610
C -1.45318 1.36378 -0.31839
N -0.27302 0.77400 0.15729
O 0.65149 0.26586 -1.02431
Br 3.43659 -0.71399 -0.29461
Br -2.93731 0.17399 -1.08940
H 0.83232 -2.05266 1.41493
H -0.43247 0.06430 2.13157
H 1.51941 -1.57168 -1.36344
H -1.99355 2.14257 0.27131
H -1.01690 1.82550 -1.20015
```

Charge distribution, Löwdin scheme, values in e: -0.070, -0.172, -0.541, -0.493, -0.066, -0.044, 0.372, 0.504, 0.120, 0.149, 0.076, 0.095, 0.070

---

4.
Density functional theory data (ωB97M-V/def2-TZVPD) for C4H5Br2NO3 in the gas phase in a non-equilibrium geometry.

Values from the calculation:
* multiplicity: 1
* HOMO level: -9.93 eV
* M: 274.9 g/mol
* SMILES: O=[N+]([O-])C/C(Br)=C(\Br)CO
* E: -5583.7234 a.u.
* energy above the lowest of the compared OMol25 structures with the same formula, charge and spin: 41.45 kcal per mole

XYZ file:
```
15
C4H5Br2NO3 | OMol25 | ωB97M-V/def2-TZVPD
O 3.44560 1.08545 0.12916
N 2.32880 1.61431 0.00047
O 2.05152 2.39238 -0.89850
C 1.26539 1.27528 0.93624
C 0.37292 -0.15785 0.08563
Br 1.64919 -1.65262 -0.03550
C -0.86125 -0.20617 -0.39197
Br -2.04232 1.33213 -0.11714
C -1.60777 -1.48748 -0.74908
O -2.47366 -1.92587 0.29405
H 0.56900 1.98598 1.33544
H 1.66464 0.81082 1.87502
H -1.05189 -2.41035 -0.85751
H -2.04933 -1.14884 -1.70716
H -3.26085 -1.50716 0.10085
```

Charge distribution, Löwdin scheme, values in e: 0.031, -0.436, 0.073, -0.023, -0.532, 0.724, -0.670, 0.735, -0.316, -0.033, 0.080, 0.118, 0.098, 0.121, 0.030

---

5.
Density functional theory data (ωB97M-V/def2-TZVPD) for a molecular structure, C4H5Br3O3 in a non-equilibrium geometry.

Values from the calculation:
* multiplicity: 2
* HOMO level (spin up / spin down): -13.63 / -13.63 eV
* M: 340.8 g/mol
* <S²>: 0.7561
* E: -8102.7892 a.u.
* total charge: +1

XYZ file:
```
15
C4H5Br3O3 | OMol25 | ωB97M-V/def2-TZVPD
C 0.92307 1.05931 -4.02026
Br 1.24586 2.80002 -4.91955
Br 2.30157 -0.18424 -4.52983
Br -0.80164 0.44940 -4.63509
H 0.90343 1.18969 -2.93826
C -0.77654 -1.33673 2.51226
C -0.64744 0.14439 2.83654
O 0.23296 0.56353 1.78666
C 0.14777 -0.34028 0.74628
O 0.63802 -0.17526 -0.40174
O -0.56327 -1.39860 1.10291
H -1.82164 -1.56776 2.71840
H -0.06412 -2.02102 2.97303
H -0.15329 0.09785 3.80698
H -1.56474 0.71971 2.96167
```

Charge distribution, Löwdin scheme, values in e: -1.526, 0.849, 0.785, 0.876, -0.003, -0.106, -0.111, 0.057, -0.500, 0.056, 0.075, 0.137, 0.143, 0.133, 0.137

---

6.
Density functional theory data (ωB97M-V/def2-TZVPD) for a molecular structure, C4H5BrClNO in a non-equilibrium geometry.

Values from the calculation:
* multiplicity: 1
* HOMO level (spin up / spin down): -8.47 / -8.47 eV
* M: 198.4 g/mol
* E: -3319.4733 a.u.
* energy above the lowest of the compared OMol25 structures with the same formula, charge and spin: 85.58 kcal per mole

XYZ file:
```
13
C4H5BrClNO | OMol25 | ωB97M-V/def2-TZVPD
C -0.76569 1.03238 -0.88944
C -0.00723 0.11640 -0.15593
C 0.60011 0.41449 1.22211
C -0.89552 -1.18001 -0.21235
N 0.73693 0.07297 -1.39586
O -1.36532 1.64033 -1.68270
Cl -0.31126 -2.36681 0.93977
Br 2.24633 1.11447 -1.41642
H 0.18322 -0.12182 2.15114
H 0.71437 1.49990 1.53213
H 1.68480 0.24742 0.99178
H -0.85675 -1.65204 -1.15450
H -1.96398 -0.81769 0.07029
```

Charge distribution, Löwdin scheme, values in e: -0.162, -0.711, -0.095, -0.510, -0.458, 0.218, 0.632, 0.667, 0.086, 0.097, 0.045, 0.062, 0.129

---

7.
Density functional theory data (ωB97M-V/def2-TZVPD) for C4H5BrO2S in the gas phase in a non-equilibrium geometry.

Values from the calculation:
* multiplicity: 1
* HOMO level: -8.88 eV
* M: 197.1 g/mol
* E: -3277.9302 a.u.
* energy above the lowest of the compared OMol25 structures with the same formula, charge and spin: 86.16 kcal per mole

XYZ file:
```
13
C4H5BrO2S | OMol25 | ωB97M-V/def2-TZVPD
C 1.21061 -0.53011 0.08451
C 0.90213 -1.45287 -0.82269
C 0.72463 0.92132 0.13948
C -2.07220 -0.40958 1.38035
O -1.16759 2.70252 -0.52851
O -1.40531 0.59979 1.15365
S -0.98132 1.26232 -0.47016
Br -2.82160 -1.33794 -0.24897
H 1.89421 -0.65138 0.99168
H 1.47837 -2.33830 -0.88060
H 0.74050 1.32213 1.15568
H 1.40944 1.34730 -0.46993
H 0.08814 -1.43520 -1.48451
```

Charge distribution, Löwdin scheme, values in e: -0.191, 0.005, -0.304, -0.471, -0.422, -0.405, 0.967, 0.456, 0.133, 0.051, 0.101, 0.055, 0.025

---

8.
Density functional theory data (ωB97M-V/def2-TZVPD) for C4H5BrO3 in the gas phase in a non-equilibrium geometry.

Values from the calculation:
* multiplicity: 1
* HOMO level: -8.81 eV
* M: 181.0 g/mol
* SMILES: C/C(O)=C(\O)C(=O)Br
* E: -2955.1260 a.u.
* energy above the lowest of the compared OMol25 structures with the same formula, charge and spin: 0.26 kcal per mole

XYZ file:
```
13
C4H5BrO3 | OMol25 | ωB97M-V/def2-TZVPD
C 1.05386 -0.21705 1.64509
C 0.00160 -0.38234 0.62396
O -0.86553 -1.33165 1.02408
C 0.00620 0.34514 -0.54057
O 1.03356 1.16573 -0.89991
C -1.21360 0.10399 -1.51369
O -2.25558 -0.45260 -1.32216
Br -0.94689 1.00760 -3.26044
H 1.83288 0.43466 1.12202
H 0.62378 0.43156 2.33182
H 1.43980 -1.11760 2.10985
H -1.66689 -1.37903 0.55411
H 0.95683 1.39159 -1.87416
```

Charge distribution, Löwdin scheme, values in e: 0.008, -0.306, 0.103, -0.265, -0.029, -0.655, 0.026, 0.715, 0.113, 0.071, 0.098, 0.072, 0.049

---

9.
Density functional theory data (ωB97M-V/def2-TZVPD) for a molecular structure, C4H5CdLiO2 in a non-equilibrium geometry.

Values from the calculation:
* multiplicity: 2
* HOMO level (spin up / spin down): -11.02 / -11.51 eV
* M: 204.4 g/mol
* <S²>: 0.7517
* E: -480.8494 a.u.
* energy above the lowest of the compared OMol25 structures with the same formula, charge and spin: 8.78 kcal per mole
* total charge: +1

XYZ file:
```
13
C4H5CdLiO2 | OMol25 | ωB97M-V/def2-TZVPD
H -1.53963 0.32634 0.01707
C -0.27366 2.13016 -0.73874
C -1.47310 1.64504 -0.05218
C -1.59790 2.32990 1.25468
C -0.79377 2.02095 2.31528
O -0.82819 2.61161 3.46854
Cd -0.03148 2.61040 5.15769
H -0.11949 3.22357 -0.80474
H -2.34824 1.73438 -0.70739
H -2.26482 3.19137 1.33432
H -0.05702 1.20820 2.18918
O 0.62556 1.39208 -1.15655
Li 1.08292 -0.36948 -1.26040
```

Charge distribution, Löwdin scheme, values in e: 0.198, -0.223, -0.215, -0.125, -0.354, -0.516, 0.978, 0.157, 0.122, 0.118, 0.110, -0.107, 0.858

---

10.
Density functional theory data (ωB97M-V/def2-TZVPD) for a molecular structure, C4H5CdLiO2 in a non-equilibrium geometry.

Values from the calculation:
* multiplicity: 1
* HOMO level: -17.47 eV
* M: 204.4 g/mol
* E: -480.3881 a.u.
* energy above the lowest of the compared OMol25 structures with the same formula, charge and spin: 20.25 kcal per mole
* total charge: +2

XYZ file:
```
13
C4H5CdLiO2 | OMol25 | ωB97M-V/def2-TZVPD
H 1.78259 -1.28615 0.55991
C -0.06259 0.50050 -0.13087
C -1.35621 1.18508 0.11154
C -2.36820 0.04608 0.00746
C -1.63254 -1.18184 -0.38962
O -0.37740 -0.79013 -0.63407
O 1.05564 0.92705 -0.35248
Cd 2.78664 -0.04327 -0.25436
Li 0.74623 -2.60753 -0.36170
H -1.47778 1.97447 -0.64297
H -1.32310 1.67025 1.09663
H -3.15952 0.19788 -0.74500
H -2.90510 -0.17414 0.94451
```

Charge distribution, Löwdin scheme, values in e: -0.099, -0.381, -0.026, -0.135, 0.092, -0.138, -0.105, 1.399, 0.732, 0.175, 0.167, 0.163, 0.156

---

11.
Density functional theory data (ωB97M-V/def2-TZVPD) for a molecular structure, C4H5CdLiO5 in a non-equilibrium geometry.

Values from the calculation:
* multiplicity: 2
* HOMO level (spin up / spin down): -21.74 / -22.93 eV
* M: 252.4 g/mol
* <S²>: 0.7525
* E: -705.6731 a.u.
* energy above the lowest of the compared OMol25 structures with the same formula, charge and spin: 0.00 kcal per mole
* total charge: +3

XYZ file:
```
16
C4H5CdLiO5 | OMol25 | ωB97M-V/def2-TZVPD
O 2.79751 -1.28263 -0.27501
C 2.10007 -0.22276 -0.08952
O 2.62850 0.75685 0.47742
O 0.87193 -0.23770 -0.53714
C -1.22749 0.63180 -0.52451
C 0.17753 1.06364 -0.71037
Cd 4.30878 -0.31668 0.67706
H -1.89040 1.49753 -0.43309
H -1.36276 0.13332 -1.54399
H 0.46772 1.78918 0.05783
H 0.38362 1.39721 -1.73370
Li 2.23959 -2.76889 -1.26503
O -1.64758 -0.35188 0.49368
C -2.76113 -0.30291 1.02727
O -3.12597 -1.02963 1.97412
H -3.95989 -0.75645 2.40497
```

Charge distribution, Löwdin scheme, values in e: -0.202, -0.752, -0.026, 0.063, -0.044, -0.031, 1.713, 0.166, 0.183, 0.156, 0.177, 0.903, 0.154, 0.004, 0.323, 0.213

---

12.
Density functional theory data (ωB97M-V/def2-TZVPD) for C4H5Cl2FO in the gas phase in a non-equilibrium geometry.

Values from the calculation:
* multiplicity: 1
* HOMO level: -10.92 eV
* M: 159.0 g/mol
* SMILES: CC[C@](F)(Cl)C(=O)Cl
* E: -1250.8825 a.u.
* energy above the lowest of the compared OMol25 structures with the same formula, charge and spin: 2.19 kcal per mole

XYZ file:
```
13
C4H5Cl2FO | OMol25 | ωB97M-V/def2-TZVPD
C -0.45827 0.64425 -0.28314
C 0.54936 -0.14021 0.54152
C 0.78649 0.62286 1.92182
F 1.90988 1.40487 1.69818
Cl 0.95987 -0.40802 3.35587
C -0.40110 1.59332 2.35117
O -1.50573 1.28665 2.62349
Cl 0.20808 3.16759 2.46872
H -1.29986 0.83783 0.39751
H -0.63262 0.01664 -1.18110
H -0.13362 1.68034 -0.41445
H 0.23717 -1.15931 0.85940
H 1.42381 -0.32973 -0.01490
```

Charge distribution, Löwdin scheme, values in e: -0.087, -0.193, -0.800, -0.086, 0.733, -0.908, 0.067, 0.825, 0.063, 0.098, 0.085, 0.110, 0.094